# C10H34ClO15

A 10-piece molecular cluster, C10H34ClO15 overall (the ωB97M-V functional and the def2-TZVPD basis, OMol25).

XYZ file:
```
60
C10H34ClO15 the ωB97M-V functional and the def2-TZVPD basis
Cl 0.1290 -0.6198 0.6980
O 0.3109 0.7977 0.6276
O 0.7583 -1.1306 1.8793
O -1.2269 -0.8302 0.4628
O 0.9220 -1.2243 -0.3475
O -2.2589 -3.6502 -0.4850
H -1.8987 -2.7930 -0.2574
H -3.2004 -3.5619 -0.3366
O 1.2241 1.4080 4.5397
H 0.9886 0.7483 3.8874
H 0.8817 2.2287 4.1854
C -3.5320 3.8251 1.1360
C -3.4100 3.0907 2.5096
C -2.4987 1.8682 2.5532
O -1.3396 2.3794 3.0283
C -1.5609 3.5923 3.7011
O -0.8425 4.1293 4.5042
O -2.8094 4.0210 3.3826
H -4.2689 4.6057 1.3253
H -3.9899 3.2470 0.3334
H -2.6041 4.2689 0.7754
H -4.4409 2.9624 2.8397
H -2.4520 1.3526 1.5940
H -2.9250 1.1352 3.2382
C 3.3268 -1.5941 -2.9809
O 3.7574 -1.9257 -4.3282
H 3.9408 -0.7566 -2.6498
H 2.2996 -1.2310 -2.9469
H 3.5182 -2.3936 -2.2650
H 3.6307 -2.8462 -4.5696
C 4.5101 0.4163 0.5885
O 3.3629 1.2964 0.6600
H 4.2079 -0.5352 1.0261
H 5.0741 0.3273 -0.3400
H 5.2159 0.7977 1.3263
H 2.6174 0.7167 0.8326
C 0.6136 3.2596 -1.8826
O 0.9607 1.9518 -2.2557
H 0.9923 4.0180 -2.5678
H -0.4653 3.3963 -1.9558
H 0.9468 3.4484 -0.8620
H 0.5736 1.3678 -1.5995
C -0.3174 -3.1654 -2.9414
O -1.5926 -3.8325 -2.9689
H 0.3715 -3.6262 -2.2334
H 0.2210 -3.1334 -3.8886
H -0.3221 -2.1277 -2.6080
H -1.8474 -3.8661 -2.0440
C 3.7214 -3.6832 1.1463
O 3.4918 -3.9508 -0.2227
H 4.6751 -3.9699 1.5894
H 3.7320 -2.6435 1.4732
H 2.9235 -4.1517 1.7226
H 2.6771 -3.4847 -0.4242
C -4.5436 0.0511 -0.9303
O -4.6812 0.4184 -2.2953
H -5.5110 0.0246 -0.4288
H -3.9277 -0.8399 -0.8080
H -3.8761 0.6814 -0.3428
H -4.2332 -0.2647 -2.7995
```

Summary:
**Total charge**: -1
**E_tot**: -1989.9160 a.u.
**Maximum force**: 5.57 eV Å⁻¹

=====

# C10H34NO7

A 7-piece molecular cluster, C10H34NO7 overall (the ωB97M-V functional and the def2-TZVPD basis, OMol25).

XYZ file:
```
52
C10H34NO7 the ωB97M-V functional and the def2-TZVPD basis
C 1.0408 -0.2634 -1.2499
C 0.9749 -0.1367 -2.7886
O 0.8728 1.1606 -3.2503
H 0.2165 0.1519 -0.6674
H 1.9597 0.1914 -0.8642
H 1.1297 -1.3291 -0.9792
H 0.0795 -0.6670 -3.1742
H 1.9278 -0.6107 -3.1018
C -1.4046 -5.2418 -3.6886
C -0.4370 -4.2371 -3.1220
O -1.1299 -3.5062 -2.0918
H -0.9859 -5.7643 -4.5570
H -2.3006 -4.7343 -4.0350
H -1.5978 -6.0638 -2.9975
H -0.1115 -3.5405 -3.9026
H 0.4772 -4.5969 -2.6395
H -0.6857 -2.6592 -1.9593
C -2.9525 0.7326 -1.2147
C -2.2120 1.8652 -0.4866
O -1.5351 2.7497 -1.3573
H -3.1641 -0.0357 -0.4604
H -2.2605 0.2708 -1.9232
H -3.8836 0.9886 -1.7152
H -1.5091 1.3721 0.1959
H -2.9078 2.4547 0.1156
H -0.8075 2.2176 -1.7339
C -0.5454 2.3808 5.7305
C -0.1653 0.9401 6.0242
C 0.5785 0.3157 4.8532
O -0.1870 0.2718 3.6737
C 0.5660 0.1907 2.4807
N 0.6486 0.8447 7.2354
H -1.3474 2.4215 4.9932
H 0.3000 3.0146 5.4574
H -1.0051 2.8628 6.6004
H -1.1177 0.4395 6.2118
H 0.9780 -0.6751 5.0948
H 1.4313 0.9885 4.6701
H 1.4741 -0.4174 2.5544
H 0.8372 1.2007 2.1506
H -0.1140 -0.2609 1.7584
H 1.4932 1.4050 7.2113
H 0.9678 -0.1137 7.3410
O -0.3124 0.8016 -5.9271
H -0.2636 0.2939 -5.1045
H -0.5669 0.1772 -6.6172
O 4.4025 1.0735 -2.2763
H 4.7968 0.9996 -3.1503
H 3.4969 0.7518 -2.3983
O 1.3284 3.3715 -1.7053
H 1.4263 2.4502 -2.0620
H 2.1056 3.5026 -1.1514
```

Summary:
**Total charge**: -1
**E_tot**: -982.7960 a.u.
**Maximum force**: 2.03 eV Å⁻¹
**Energy above the lowest of the compared OMol25 structures with the same formula, charge and spin**: 0.0 kcal/mol

=====

# C10H34Na5O17V2

C10H34Na5O17V2 as an isolated structure (the ωB97M-V functional and the def2-TZVPD basis, OMol25).

XYZ file:
```
68
C10H34Na5O17V2 the ωB97M-V functional and the def2-TZVPD basis
Na 2.4446 30.0754 -24.9789
Na 6.8543 31.3920 -24.1171
Na 8.9040 32.1640 -21.1424
Na 5.5555 32.4694 -20.3506
Na 5.8711 26.5949 -23.5884
V 7.3603 34.9602 -23.3344
V 4.6127 29.8527 -22.2791
O 7.1448 34.3371 -20.9637
C 6.3492 35.4220 -20.4602
C 6.6668 36.9029 -20.9963
O 6.8443 37.0797 -22.4198
H 6.2778 35.4148 -19.3726
H 5.3280 35.1458 -20.7228
H 7.5044 37.2670 -20.4014
H 5.7788 37.4431 -20.6681
O 4.5954 32.0443 -22.9023
C 4.0248 33.1432 -23.6026
C 4.6611 33.7520 -24.8949
O 5.9309 34.4256 -24.9223
H 3.8397 33.8602 -22.8029
H 3.0294 32.8137 -23.9004
H 3.9635 34.5649 -25.0965
H 4.4655 33.0442 -25.7004
O 9.0315 35.9625 -24.4705
C 10.0118 34.9432 -24.5756
C 9.9558 33.6638 -23.8254
O 8.7062 33.0140 -23.7253
H 10.9729 35.4502 -24.6611
H 10.0590 34.7270 -25.6429
H 10.3519 33.6723 -22.8100
H 10.7142 32.9702 -24.1886
O 6.8110 30.5884 -21.6555
C 7.6074 29.3954 -21.6044
C 6.9681 28.0564 -21.1028
O 5.6242 27.8184 -21.4283
H 8.5737 29.5488 -21.1239
H 7.9445 29.2481 -22.6304
H 7.1389 28.1051 -20.0274
H 7.5383 27.1471 -21.2929
O 4.9788 29.1782 -24.3703
C 5.4114 29.1000 -25.8012
C 6.8767 28.9042 -26.1833
O 7.8949 29.6239 -25.5541
H 5.0365 30.0258 -26.2375
H 4.9282 28.3035 -26.3670
H 6.8308 28.9916 -27.2688
H 7.1152 27.9098 -25.8060
O 10.2263 30.4121 -24.1853
H 9.5206 30.1029 -24.7533
H 9.8981 31.2340 -23.8207
O 9.8598 27.9272 -27.2039
H 9.0891 28.4224 -26.9263
H 10.5950 28.5199 -27.0473
O 7.0599 33.3004 -27.4076
H 7.8066 32.7027 -27.3697
H 6.8120 33.4330 -26.4926
O 9.5231 27.6511 -24.0659
H 8.9015 27.9825 -24.7140
H 9.8740 28.4366 -23.6463
O 8.9216 31.3316 -27.6361
H 8.2830 30.9195 -27.0542
H 9.7358 31.3381 -27.1328
O 5.3896 35.3451 -28.1768
H 4.7773 35.0572 -28.8539
H 5.6338 34.5420 -27.7168
O 4.5625 32.2367 -28.5882
H 4.2746 31.9021 -27.7389
H 5.4885 31.9994 -28.6382
```

Summary:
**2S+1**: 7
**Total charge**: -1
**E_tot**: -4379.9978 a.u.
**Expectation value of S²**: 12.05
**Maximum force**: 4.72 eV Å⁻¹

=====

# C10H34O7

A 7-piece molecular cluster, C10H34O7 overall (the ωB97M-V functional and the def2-TZVPD basis, OMol25).

XYZ file:
```
51
C10H34O7 the ωB97M-V functional and the def2-TZVPD basis
C 4.1438 -1.2463 4.0511
C 5.6242 -1.4583 3.9543
O 6.4123 -0.7950 4.8644
H 4.0556 -0.1703 3.9005
H 3.7087 -1.5525 5.0025
H 3.5626 -1.6333 3.2141
H 6.0224 -1.2094 2.9706
H 5.9004 -2.4957 4.1431
H 6.3625 0.1491 4.6975
C 1.8762 6.8301 0.6041
C 1.1998 5.3824 0.6617
O 1.6710 4.6112 1.7091
H 1.6565 7.3096 1.5580
H 1.4821 7.3668 -0.2589
H 2.9233 6.6172 0.3885
H 1.3385 4.7878 -0.2413
H 0.1211 5.4159 0.8143
H 1.4428 3.7071 1.4809
C -4.8245 -1.5921 -2.8256
C -4.1209 -0.8111 -3.9753
O -3.3061 -1.6665 -4.7613
H -4.0670 -2.1832 -2.3109
H -5.5290 -2.3060 -3.2523
H -5.2812 -0.8584 -2.1614
H -3.3649 -0.1280 -3.5879
H -4.8771 -0.2394 -4.5133
H -2.6317 -1.1461 -5.2041
C 1.5412 -5.7561 -2.2054
C 0.3715 -4.8079 -2.1999
O 0.3991 -4.1150 -0.9715
H 1.7628 -6.1939 -3.1787
H 1.3029 -6.5679 -1.5181
H 2.4692 -5.2656 -1.9113
H -0.6245 -5.2442 -2.2755
H 0.5524 -4.1132 -3.0202
H 0.6739 -4.7287 -0.2863
C -3.9061 0.5508 2.5426
C -3.7254 2.0583 2.1830
O -3.5938 2.2353 0.8054
H -3.2175 -0.1186 2.0270
H -4.9212 0.2097 2.3392
H -3.8316 0.4485 3.6252
H -2.8404 2.5177 2.6233
H -4.5819 2.6090 2.5720
H -3.9505 3.1041 0.6067
O 2.0483 0.7219 -4.1595
H 1.4128 0.6173 -3.4514
H 1.5937 0.4024 -4.9390
O 0.1821 0.4598 -0.0074
H -0.7170 0.7829 -0.0664
H 0.0986 -0.4924 -0.0569
```

Summary:
**Total charge**: 0
**E_tot**: -927.9655 a.u.
**SMILES**: CCO.CCO.CCO.CCO.CCO.O.O
**Maximum force**: 2.91 eV Å⁻¹
**Energy above the lowest of the compared OMol25 structures with the same formula, charge and spin**: 67.0 kcal/mol

=====

# C10H35NO7

A 7-piece molecular cluster, C10H35NO7 overall (the ωB97M-V functional and the def2-TZVPD basis, OMol25).

XYZ file:
```
53
C10H35NO7 the ωB97M-V functional and the def2-TZVPD basis
C -15.4721 0.7695 26.9097
O -15.5146 -0.6421 27.0882
C -16.8349 -1.1853 27.2664
C -17.4054 -0.8844 28.6793
C -16.5747 -1.6152 29.7283
N -18.8242 -1.1212 28.8718
H -16.2759 1.3245 27.3990
H -15.4010 1.0626 25.8637
H -14.5720 0.9583 27.5024
H -17.4813 -0.8797 26.4384
H -16.5734 -2.2462 27.2178
H -17.2607 0.1936 28.7737
H -16.6254 -2.7013 29.7710
H -16.9105 -1.1947 30.6818
H -15.5211 -1.3294 29.7237
H -19.4087 -0.5270 28.2953
H -19.0823 -2.0682 28.6091
C -8.1029 -3.0658 26.4261
O -9.4994 -3.2838 26.4563
H -7.6482 -3.4934 27.3301
H -7.5568 -3.6358 25.6675
H -7.8415 -2.0124 26.3597
H -9.7259 -4.0716 25.9589
C -8.2274 1.4793 25.6382
O -9.5831 1.8531 25.6359
H -7.5616 2.3422 25.5594
H -7.9911 0.9781 26.5834
H -7.9423 0.8702 24.7705
H -10.0827 1.0425 25.8317
C -12.0026 -0.4886 27.2401
O -10.6505 -0.4793 26.7795
H -12.3156 0.5421 27.3614
H -12.6230 -0.9922 26.4965
H -12.0914 -1.0646 28.1609
H -10.2678 -1.3628 26.7869
C -11.6284 3.3905 28.8120
O -12.3213 3.7607 30.0117
H -11.2361 4.2209 28.2219
H -10.7199 2.8387 29.0769
H -12.2426 2.7110 28.2160
H -12.5894 4.6639 29.8092
C -11.3025 -2.1570 23.6784
O -11.8413 -2.3978 22.4034
H -10.3801 -2.7364 23.7370
H -11.0389 -1.1131 23.8690
H -11.8927 -2.4888 24.5412
H -12.5788 -1.8127 22.2121
C -14.3914 -0.3196 23.9962
O -14.4982 0.6946 23.0205
H -13.7344 -0.0362 24.8120
H -15.4066 -0.5255 24.3411
H -14.0017 -1.2671 23.6054
H -15.3341 0.7304 22.5601
```

Summary:
**Total charge**: 0
**E_tot**: -983.2729 a.u.
**SMILES**: COC[C@H](C)N.CO.CO.CO.CO.CO.CO
**Maximum force**: 1.71 eV Å⁻¹
**Energy above the lowest of the compared OMol25 structures with the same formula, charge and spin**: 19.8 kcal/mol

=====

# C10H36O10

A 8-piece molecular cluster, C10H36O10 overall (the ωB97M-V functional and the def2-TZVPD basis, OMol25).

XYZ file:
```
56
C10H36O10 the ωB97M-V functional and the def2-TZVPD basis
C 0.9849 3.2750 0.0993
C 1.4432 3.0057 1.5721
O 1.7163 1.6899 1.8462
O 0.7705 4.6161 -0.1784
H 0.1327 2.6689 -0.2082
H 1.7728 2.8325 -0.5104
H 0.6733 3.2925 2.2884
H 2.3337 3.5918 1.7989
H 2.1653 1.7799 2.6900
H -0.0254 4.8265 0.3154
C -2.9816 -2.4734 -0.9953
C -2.5002 -2.7612 0.4467
O -2.2657 -1.5123 1.0771
O -2.1201 -1.5665 -1.6477
H -3.9721 -2.0193 -1.0236
H -2.9189 -3.4737 -1.4238
H -1.6319 -3.4200 0.4569
H -3.2768 -3.2701 1.0178
H -1.4193 -1.2142 0.7359
H -2.3513 -0.7153 -1.2689
C 1.2802 -2.9931 2.3174
O 1.3898 -3.6083 3.5574
H 0.6851 -3.5734 1.6122
H 0.8147 -2.0097 2.3837
H 2.3035 -2.8976 1.9542
H 1.6836 -4.5201 3.4946
C 0.8022 -0.5107 -0.7411
O 0.3169 -0.5224 0.6138
H 0.8062 -1.5339 -1.1169
H 0.1639 0.1050 -1.3747
H 1.7735 -0.0205 -0.6741
H 0.6658 0.2827 1.0032
C -2.8235 1.6239 2.2283
O -3.2608 0.3957 2.7441
H -2.6052 2.3253 3.0337
H -1.8912 1.5183 1.6735
H -3.5577 2.0769 1.5621
H -2.8769 -0.2621 2.1597
C -1.3284 3.5931 -2.7974
O -0.9253 2.2179 -2.7831
H -2.4140 3.6689 -2.8595
H -1.0273 4.0409 -1.8503
H -0.9725 4.2134 -3.6199
H 0.0170 2.1080 -2.9300
C -0.0692 -1.8016 -4.1532
O -1.3913 -2.3585 -4.2552
H 0.4783 -2.0213 -5.0698
H 0.0021 -0.7187 -4.0518
H 0.4147 -2.2436 -3.2822
H -1.7671 -2.0941 -3.4123
C 4.3101 -0.4468 0.9481
O 5.3732 -1.0949 1.6323
H 3.3809 -0.8645 1.3357
H 4.3388 0.6042 1.2354
H 4.3162 -0.5797 -0.1337
H 5.0645 -1.2514 2.5277
```

Summary:
**2S+1**: 2
**Total charge**: +1
**E_tot**: -1154.4666 a.u.
**Expectation value of S²**: 0.76
**Maximum force**: 2.63 eV Å⁻¹

=====

# C10H36O8

A 8-piece molecular cluster, C10H36O8 overall (the ωB97M-V functional and the def2-TZVPD basis, OMol25).

XYZ file:
```
54
C10H36O8 the ωB97M-V functional and the def2-TZVPD basis
C -2.4463 -2.8833 1.7718
C -3.0443 -1.5033 2.0138
O -2.7993 -0.6823 0.8858
H -2.5013 -3.3543 2.7058
H -1.3653 -2.7563 1.5958
H -2.8973 -3.5713 1.0568
H -2.6893 -1.0663 2.8428
H -4.0893 -1.5773 2.2748
H -3.1453 0.2617 1.0388
C 1.6827 -2.5013 -1.3022
C 2.9897 -1.8843 -1.2892
O 3.0667 -1.1793 -2.5122
H 1.2767 -2.8503 -0.3692
H 1.6607 -3.3723 -2.0462
H 0.9097 -1.8193 -1.6122
H 3.7367 -2.6533 -1.3342
H 3.2937 -1.2143 -0.4882
H 3.3257 -1.8283 -3.1662
C -1.8133 -2.8733 -1.6362
O -1.8103 -1.4613 -1.5962
H -1.5623 -3.1573 -2.6832
H -2.7583 -3.3323 -1.4942
H -1.2303 -3.2713 -0.9152
H -2.1493 -1.0553 -0.8142
C 0.5137 -0.4503 1.4278
O 1.2807 0.2477 0.4358
H 0.1097 0.2677 2.0548
H 1.1057 -1.1443 1.9978
H -0.3373 -0.8123 0.8748
H 0.7287 0.4917 -0.2582
C 2.0417 3.1887 2.0588
O 1.1677 3.0227 0.8658
H 3.1087 3.0497 1.7438
H 1.8617 2.6867 3.0248
H 2.0107 4.2227 2.2568
H 1.3757 2.1347 0.5238
C 3.1697 2.4837 -1.5302
O 3.7797 1.4447 -2.1722
H 3.5187 3.4277 -1.8532
H 3.3507 2.4297 -0.4312
H 2.0667 2.5177 -1.6932
H 3.3817 0.5837 -1.9782
C -2.5163 2.4197 2.2158
O -3.2913 1.9197 1.1408
H -2.1893 1.6657 2.8928
H -3.1113 3.1877 2.6498
H -1.5903 2.8527 1.9598
H -3.3333 2.6337 0.4728
C -0.8003 1.4377 -1.7312
O 0.2837 0.6507 -1.9892
H -1.5773 0.8977 -1.2182
H -1.2733 1.7077 -2.7162
H -0.6713 2.2277 -1.1052
H 0.1927 0.1947 -2.8492
```

Summary:
**Total charge**: 0
**E_tot**: -1004.3186 a.u.
**SMILES**: CCO.CCO.CO.CO.CO.CO.CO.CO
**Maximum force**: 4.82 eV Å⁻¹
**Energy above the lowest of the compared OMol25 structures with the same formula, charge and spin**: 112.0 kcal/mol

=====

# C10H36O8

A 8-piece molecular cluster, C10H36O8 overall (the ωB97M-V functional and the def2-TZVPD basis, OMol25).

XYZ file:
```
54
C10H36O8 the ωB97M-V functional and the def2-TZVPD basis
C 1.0911 3.4212 3.6698
C 0.4867 2.2181 2.9540
O 0.3168 2.4310 1.5456
H 0.4016 4.2667 3.6733
H 2.0595 3.7537 3.2992
H 1.2112 3.1363 4.7201
H -0.4436 1.9352 3.4407
H 1.1671 1.3568 3.0071
H 1.2030 2.4821 1.1527
C 0.1091 -1.3093 -1.4657
C 0.3015 -0.4229 -0.2515
O -0.8899 0.3220 -0.0577
H 1.0886 -1.5000 -1.9100
H -0.4093 -0.7272 -2.2303
H -0.4598 -2.1958 -1.2045
H 1.2003 0.2073 -0.3190
H 0.5522 -1.0207 0.6416
H -0.6592 1.0576 0.5393
C 2.6380 -3.2255 0.3273
O 1.3482 -3.7957 0.6350
H 2.8084 -3.2580 -0.7507
H 2.5303 -2.1807 0.6225
H 3.4582 -3.6962 0.8700
H 1.3229 -4.5441 0.0274
C -1.4972 -1.4589 3.4910
O -2.1623 -0.6861 2.4927
H -1.3565 -0.8004 4.3468
H -2.1344 -2.3118 3.7362
H -0.5291 -1.8586 3.1813
H -1.7797 -0.8239 1.6194
C -3.2266 2.6943 -0.3881
O -3.0660 1.6311 -1.3247
H -3.8342 3.4358 -0.9050
H -3.7107 2.3394 0.5234
H -2.2741 3.1711 -0.1368
H -2.3887 1.0389 -0.9528
C -3.3066 -3.0840 -0.3105
O -4.4037 -3.7094 -0.9538
H -3.3555 -3.2030 0.7753
H -2.3934 -3.5500 -0.6757
H -3.2572 -2.0110 -0.5206
H -5.2047 -3.5325 -0.4562
C 1.7835 -1.1189 -5.5040
O 0.7659 -2.0449 -5.9123
H 2.7646 -1.3783 -5.9106
H 1.4141 -0.1375 -5.8311
H 1.8516 -1.1428 -4.4144
H 0.9692 -2.3004 -6.8166
C 2.9771 4.0406 -0.2566
O 2.5286 2.6870 -0.1843
H 2.2785 4.7094 0.2374
H 3.9419 4.1791 0.2446
H 3.1311 4.3185 -1.3004
H 3.0416 2.1955 -0.8297
```

Summary:
**Total charge**: 0
**E_tot**: -1004.3776 a.u.
**SMILES**: CCO.CCO.CO.CO.CO.CO.CO.CO
**Maximum force**: 1.35 eV Å⁻¹
**Energy above the lowest of the compared OMol25 structures with the same formula, charge and spin**: 75.0 kcal/mol